This record from the OMol25 dataset describes a molecular structure, C28H50Cl18O44S11 in a non-equilibrium geometry. The level of theory is the ωB97M-V functional and the def2-TZVPD basis.

Geometry as XYZ:
```
151
Properties=species:S:1:pos:R:3:forces:R:3:mulliken_charge:R:1
C -1.5734 -2.4446 -2.9195 -1.7602 1.9273 1.4013 -0.110
C -2.8083 -1.4123 -2.7257 0.1940 -1.4035 -1.2360 0.146
O -3.7418 -1.8792 -3.7794 0.3695 -0.1387 0.6975 -0.359
S -3.7444 -3.4633 -3.8154 -0.5272 -1.5646 -2.1313 1.077
O -3.7314 -3.8542 -5.2397 0.1397 0.7973 3.3654 -0.625
O -4.7575 -4.0625 -2.9503 2.0894 1.1846 -1.0658 -0.545
O -2.2479 -3.6494 -3.1381 -1.7818 -1.2179 -0.5553 -0.132
H -1.0604 -2.5029 -1.9577 0.1699 -0.1418 -0.1987 0.014
H -0.9034 -2.2594 -3.7389 0.1840 0.5390 -0.3717 0.498
H -2.6732 -0.3666 -2.9511 0.4679 0.1442 -0.0189 0.216
H -3.3577 -1.5344 -1.7880 0.5065 -0.0943 0.1258 -0.173
C -0.1367 2.0068 5.0536 1.6769 -0.0860 -0.2078 -0.011
C 0.1501 3.3932 4.3958 -1.1922 -0.8595 0.6327 0.448
O -1.2525 3.8554 4.3746 -0.8125 -0.2803 -0.9350 -0.407
S -2.3508 2.6682 4.1743 -0.5222 -0.1786 1.7473 0.800
O -2.9438 2.6672 2.8573 1.0077 -0.3635 1.4363 -0.240
O -3.2651 2.7182 5.3261 2.0138 -0.2766 -2.2810 -0.617
O -1.2327 1.4328 4.3312 -1.6341 1.8409 -0.3781 0.001
H -0.3748 2.1452 6.1127 -0.2130 0.0310 -0.1719 0.283
H 0.6594 1.2558 4.9836 -0.0219 0.3713 -0.1023 -0.033
H 0.6132 3.4211 3.3893 -0.4881 -0.2985 0.5628 -0.353
H 0.6410 4.1075 5.0519 0.1372 -0.2113 0.0103 0.231
C -1.5580 4.6846 -3.4479 1.4301 1.5165 -0.7753 -0.223
C -0.6053 6.0587 -3.5057 0.1004 -2.0329 0.5338 -0.446
O 0.6201 5.5886 -2.8299 0.1161 -0.3516 0.0868 -0.350
S 0.9064 4.0074 -3.1238 0.0105 0.8143 2.3977 0.608
O 1.6441 3.4826 -1.9557 -1.8536 1.0115 -2.8933 -0.122
O 1.4432 3.8221 -4.4514 -1.0337 -0.0125 1.3306 -0.589
O -0.6856 3.6674 -2.9491 1.4225 -0.6408 -0.0637 0.066
H -1.8657 4.3682 -4.4337 -0.1583 0.2228 -0.3057 0.218
H -2.4251 4.7442 -2.7817 0.4871 0.2316 0.0280 0.195
H -1.0815 6.8801 -2.9547 0.5058 -0.3790 0.1051 0.254
H -0.1750 6.4102 -4.4479 -1.1022 -0.3069 -0.3343 0.343
C -6.1696 2.1426 -1.1222 -0.2875 -0.9631 1.6258 -0.062
C -7.6912 1.7017 -1.1464 1.9152 0.5072 -0.8485 -0.427
O -7.6068 0.2846 -1.2525 0.2239 -1.0009 1.2496 -0.352
S -6.4548 -0.3061 -0.2379 0.0115 -1.3637 -0.3621 0.900
O -5.7947 -1.4369 -0.9104 -1.3570 2.3918 1.4864 -0.412
O -6.9837 -0.5301 1.1247 1.2095 1.0094 -2.9839 -0.584
O -5.5203 0.9974 -0.3631 -0.8403 0.0782 0.1757 -0.234
H -6.0784 3.0219 -0.4766 0.3546 -0.1771 -0.3308 0.174
H -5.5513 2.2280 -2.0358 -0.9686 -0.0689 0.2634 0.274
H -8.1305 2.0475 -2.0792 -0.3204 0.0027 0.1926 0.341
H -8.2302 2.0699 -0.2547 0.2531 -0.4216 -0.3934 0.309
C 6.0017 -6.2091 -2.4386 -0.0056 1.9433 0.3904 -0.266
C 5.3244 -5.5387 -3.6418 0.9973 0.6668 0.4443 0.105
O 5.8365 -4.1592 -3.5594 -1.3404 0.2357 1.2479 -0.369
S 5.5446 -3.6811 -2.0169 -0.2725 -0.4848 0.0474 1.024
O 4.1735 -3.3363 -1.6516 1.6150 -0.8904 -1.2909 -0.269
O 6.5208 -2.6951 -1.6889 0.0311 -0.2117 -0.2508 -0.679
O 5.9112 -5.1089 -1.3975 -0.3704 -0.3060 -0.4179 -0.401
H 7.0793 -6.3908 -2.5250 -0.3893 0.0264 -0.3656 0.292
H 5.4776 -7.0623 -2.0651 -0.3807 -0.3578 0.3171 0.249
H 4.2449 -5.5000 -3.5928 -0.2427 -0.2546 0.2187 -0.172
H 5.6348 -5.9085 -4.5982 0.2080 -0.2550 -0.3988 0.384
C 1.4863 -5.4697 -1.9199 0.4224 1.2129 0.7557 0.698
C 2.3392 -5.8279 -0.5575 -0.2812 -1.0789 -3.5408 0.424
O 3.0085 -7.0390 -1.2570 -0.8401 -0.3680 0.6235 -0.359
S 1.9096 -7.9451 -2.1095 0.1239 1.4599 1.0661 1.115
O 1.1962 -8.8763 -1.2783 0.8975 0.8801 -0.8356 -0.563
O 2.5297 -8.3650 -3.3324 -0.1241 0.2185 0.9591 -0.573
O 0.9589 -6.6761 -2.3908 -0.3232 -2.0472 -0.0819 -0.315
H 2.1179 -5.0728 -2.7677 0.0086 -0.0925 1.4366 -0.160
H 0.5998 -4.8216 -1.8937 0.4408 0.0438 0.7268 -0.195
H 1.9253 -6.1201 0.4101 -0.7925 -0.2163 -0.6555 0.302
H 3.1091 -5.1064 -0.3489 0.4292 0.0917 -0.4266 -0.319
C -5.6878 -0.2229 5.4598 0.1844 -0.3562 -1.4517 -0.367
C -5.2822 -0.1295 3.9180 -0.2422 0.6326 1.3475 -0.134
O -3.8712 -0.4193 3.9818 0.5903 -0.0949 0.3996 -0.043
S -3.5177 -1.4847 5.1160 0.7984 1.6330 1.0728 1.152
O -2.4297 -0.9684 5.9634 -2.6990 -0.6615 -1.5586 -0.752
O -3.3538 -2.7484 4.5015 -0.0748 -0.4710 0.2995 -0.590
O -4.9464 -1.4143 5.8651 0.6920 0.2108 -0.0658 -0.363
H -6.7538 -0.4056 5.6692 0.5493 -0.1085 -0.2817 0.320
H -5.3492 0.6576 6.0226 0.1124 -0.2831 -0.2442 0.262
H -5.3340 0.9059 3.5536 -0.1904 -0.4404 0.0054 0.265
H -5.7591 -0.8446 3.2297 -0.0700 0.3174 0.5254 0.158
C -3.2725 -4.1860 1.8154 0.4931 0.1886 -0.0684 -0.205
C -3.3307 -4.2218 0.2435 0.5650 -0.2451 0.6125 -0.012
O -1.9550 -3.9928 -0.2247 0.2711 -0.1851 1.2936 -0.052
S -0.9687 -4.4447 0.9965 0.2119 -0.2118 -0.1490 0.495
O 0.2507 -3.6801 0.8915 -1.3553 -0.8414 0.1282 -0.122
O -0.9003 -5.8961 1.1205 -0.3221 2.2927 -0.3019 -0.617
O -1.9158 -3.8221 2.1358 1.2650 -0.1979 -0.6375 -0.055
H -3.4202 -5.1173 2.3476 -0.5277 -0.3890 -0.4341 0.248
H -3.8689 -3.4119 2.2839 -0.1924 0.0167 -0.2631 0.050
H -4.0116 -3.4648 -0.1415 0.3502 0.0259 -0.2500 -0.030
H -3.5477 -5.1956 -0.1457 -0.6991 -0.4496 -0.0177 0.305
C 2.5029 4.9093 0.6995 2.0401 0.1759 -0.8535 0.288
C 3.9576 5.2627 1.2849 -2.2508 -1.0442 1.5065 -0.076
O 3.6639 6.4732 2.0079 -0.3970 0.9329 -0.0656 -0.412
S 2.1541 6.6075 2.5404 0.1021 0.8693 2.8099 1.257
O 1.7200 7.9931 2.3031 0.6303 -3.4332 -0.1309 -0.638
O 2.0318 6.0973 3.9317 0.2350 1.0770 -3.3856 -0.584
O 1.5402 5.4400 1.5859 -0.1822 1.3051 0.9239 -0.137
H 2.3005 3.8506 0.6042 0.1894 -0.1327 0.0108 -0.264
H 2.4107 5.3970 -0.2841 -0.0828 -0.2058 0.3355 0.170
H 4.7082 5.4059 0.5301 0.0870 0.4474 -0.3071 0.354
H 4.3337 4.5818 2.0790 -0.3738 -0.1059 -0.8704 0.047
C -2.0573 4.8903 1.3778 0.0435 -0.4094 -0.9152 0.070
C -1.4228 5.7403 0.2636 1.0452 1.0291 0.7321 0.677
O -2.5018 6.0896 -0.5822 -1.6317 0.8262 -0.5294 -0.254
S -3.9116 6.0713 0.1758 -2.1298 -0.9100 0.7374 0.874
O -4.6864 4.9770 -0.4111 1.1789 1.6412 0.5601 -0.440
O -4.5833 7.3559 0.3303 1.9134 -2.1813 -0.3093 -0.583
O -3.3224 5.5555 1.6063 -0.2589 1.0439 -0.9504 -0.357
H -1.4920 4.8606 2.3087 -0.1806 0.2215 -0.1879 0.089
H -2.3031 3.8626 1.0566 0.4410 0.5193 0.0043 0.103
H -0.7100 5.3076 -0.4298 0.2225 -0.6995 0.4174 -0.424
H -0.9578 6.6968 0.6246 -0.4552 -0.8631 0.0833 0.212
C 3.5858 0.5022 -4.0367 1.4898 0.4579 -0.5937 -0.100
C 4.9809 -0.2326 -4.1679 -1.0585 0.7371 1.7107 0.432
O 4.7123 -1.4161 -4.8474 -0.9390 -1.4546 -1.3890 -0.270
S 3.2261 -1.4038 -5.4717 -1.3136 -1.3928 -0.4939 0.851
O 2.2796 -2.0703 -4.5632 2.0966 1.2751 -1.6221 -0.207
O 3.2695 -1.7784 -6.8679 0.0004 0.5905 2.0962 -0.606
O 3.0736 0.1838 -5.3431 -0.8355 -0.2856 -0.2676 -0.327
H 3.8217 1.5734 -4.0143 -0.6587 -0.2260 0.1009 0.326
H 2.8360 0.1824 -3.2811 0.9783 0.0864 -0.2099 0.158
H 5.2984 -0.5660 -3.2040 0.6542 0.2074 0.6898 -0.462
H 5.7546 0.3507 -4.6824 -0.4206 -0.0272 0.0708 0.244
C 5.7043 0.4761 -0.6248 -0.6911 0.4166 -0.0621 1.103
Cl 6.1336 0.1458 1.0267 -0.0580 -0.3630 0.2521 -0.089
Cl 7.0535 1.2633 -1.4143 -0.0356 0.1761 -0.3740 -0.136
Cl 4.1913 1.4647 -0.6852 0.4013 0.0099 -0.1184 -0.055
H 5.4263 -0.4132 -1.1769 0.3774 -0.2966 0.3339 -0.884
C 4.1159 1.7076 4.2200 -0.3502 0.4851 -0.2931 -0.289
Cl 3.1691 1.2807 2.7816 -0.2687 -0.0386 0.1436 0.001
Cl 3.8344 0.5801 5.5346 -0.0069 0.2026 -0.1218 -0.057
Cl 3.7682 3.4162 4.6786 0.1127 -0.7604 -0.0629 -0.102
H 5.1337 1.6510 3.8766 0.3709 0.0277 0.3144 0.462
C 0.1567 -2.2090 5.6939 -0.0715 -0.0486 0.1243 0.649
Cl -0.1556 -3.9098 5.4674 0.2175 -0.3838 0.0098 -0.098
Cl 0.5666 -1.4372 4.1678 0.2318 0.0743 -0.4406 0.002
Cl 1.3662 -1.8610 6.9191 0.3115 -0.1323 0.1166 -0.143
H -0.7624 -1.7794 6.0305 -0.1619 0.2144 0.0539 -0.278
C -0.0858 1.0841 -5.5395 0.5564 -0.1673 -1.0706 -0.044
Cl 0.0253 -0.4230 -6.4604 -0.4177 0.0787 -0.1383 -0.112
Cl -0.0747 0.7260 -3.8499 -0.0253 -0.0310 0.8553 0.054
Cl -1.4648 2.0842 -6.0254 -0.0069 -0.2031 0.0726 -0.186
H 0.8158 1.6238 -5.8054 -0.0835 0.2003 0.2524 0.287
C 4.0296 -2.7289 3.1447 0.5038 0.2534 -0.3019 0.674
Cl 3.8524 -2.9932 1.3616 -0.0767 0.2591 1.1298 -0.002
Cl 5.7507 -2.2985 3.4862 -0.5745 -0.2848 -0.0001 -0.163
Cl 3.5096 -4.1208 4.0898 0.1178 0.1938 -0.2983 -0.119
H 3.4535 -1.8647 3.4861 -0.0384 -0.2862 -0.4629 -0.467
C -0.3180 0.5144 1.1070 1.6486 1.2964 0.6034 -0.366
Cl 0.8620 -0.5284 0.3387 -0.1370 -0.0240 -0.0324 0.704
Cl -1.9085 0.3203 0.5474 -0.8875 -0.2232 -0.2907 0.688
Cl 0.2331 2.2783 0.9231 -0.3412 -0.5681 -0.3122 -0.120
H -0.2146 0.4398 2.1839 -0.4397 -0.5348 -0.0298 -0.781
```
Forces are in eV/Å.

=====

This record from the OMol25 dataset describes 2 unconnected molecules or ions with the total composition C28H50F11IN4O5P in a non-equilibrium geometry. The level of theory is the ωB97M-V functional and the def2-TZVPD basis.

Geometry as XYZ:
```
100
Properties=species:S:1:pos:R:3:forces:R:3:mulliken_charge:R:1
C 2.4505 -4.1699 0.0853 1.0279 -1.6716 0.8104 -0.541
O 1.5012 -3.0811 0.3609 2.0010 1.0208 -1.3992 -0.223
C 1.8595 -1.8324 -0.3265 0.5653 -0.2425 -0.9652 -0.436
C 2.3358 -0.6125 0.7093 -0.4852 -1.5887 -0.2195 -0.459
I 3.5013 0.7746 -0.5825 -0.6185 -0.5730 0.6157 0.109
C 3.4538 -1.1713 1.7855 1.9513 1.2829 -0.5946 -0.899
O 4.5918 -1.8745 1.1775 -1.3369 1.6710 1.4544 -0.013
C 5.8846 -1.2825 1.5893 1.4645 -0.5278 -0.4779 -0.326
C 7.0584 -2.3448 1.0556 -0.0299 0.0646 -0.1329 0.188
C 8.3482 -2.3945 2.0879 -0.9176 -0.3555 -0.2159 -1.232
C 7.5470 -2.0377 -0.4901 0.5775 -0.0156 -0.2113 0.110
C 6.4444 -2.4587 -1.6341 0.6704 -0.9872 0.4332 -0.756
C 8.0660 -0.4949 -0.7312 0.1218 -0.1384 -0.4190 -0.984
N 2.9017 -2.0469 2.8830 -3.2931 4.5507 1.3614 0.069
C 1.7583 -1.1954 3.4744 0.7235 -2.0317 -3.5004 -0.482
N 1.9124 -0.8360 4.7891 -0.5880 -0.1819 1.4557 -0.275
N 0.6292 -0.8775 2.5455 2.6270 1.1173 3.5646 0.637
C -0.6654 -0.5308 3.2043 -2.7027 -0.7413 1.1647 -0.080
C -1.8040 -1.6346 2.6691 -0.6944 -0.3037 -0.5079 -0.525
O -1.2195 -2.5014 1.6169 -1.7968 0.7845 -0.6830 -0.319
C -2.1312 -2.6383 0.4626 -0.2354 -0.2099 -0.4504 -0.130
C -1.7322 -3.9217 -0.5294 -0.3889 -1.2301 -0.3241 0.727
F -3.0059 -4.6183 -0.8642 4.1216 2.0156 0.8091 -0.275
F -0.8573 -4.9199 0.1282 -2.7910 3.3032 -2.5868 -0.233
F -1.1545 -3.4686 -1.8399 -1.5978 -1.6961 4.3506 -0.255
C 1.0294 0.1284 1.4441 0.6661 -2.5782 -1.5255 -0.371
O -0.1663 0.1902 0.5919 2.3589 0.9753 1.5767 1.347
C -0.1026 1.1498 -0.4903 -0.0127 1.0543 -3.0953 -0.626
C -1.5789 1.6481 -1.0769 -0.2288 -1.1840 -0.6051 0.023
C -2.0194 0.7129 -2.3915 -0.6211 1.2152 0.5220 -0.769
C -2.8019 1.5128 0.0033 -0.0122 0.5664 0.3278 -0.002
C -2.8136 2.6366 1.1954 -1.4908 0.3542 0.6122 0.781
C -2.2026 4.1002 0.7828 0.6209 -0.0427 0.6069 -1.148
C -4.4248 2.9039 1.5547 0.4978 0.1953 -0.8114 -0.857
P 1.4844 1.7586 2.3656 -2.9057 4.0229 0.2971 0.169
N 0.1839 2.7652 2.5323 1.8175 -1.7220 1.4708 -0.567
H 2.5565 -4.7952 1.0965 -0.3579 1.3803 -2.2061 0.247
H 2.1090 -4.9255 -0.7475 0.2386 1.7399 1.5270 0.267
H 3.5359 -3.8273 -0.1909 -2.1345 -0.2224 0.5399 0.066
H 0.9602 -1.5323 -1.0111 1.5862 -0.1907 1.5763 0.059
H 2.7912 -1.9731 -1.0604 -1.9751 0.0855 1.7286 0.397
H 3.9012 -0.1955 2.3104 -0.8309 -1.8560 -1.1002 0.519
H 6.0070 -1.2009 2.7641 -0.5597 -0.0949 -2.2411 0.227
H 5.9511 -0.2288 1.0687 0.1438 -2.0231 1.2028 0.156
H 6.5829 -3.4333 1.0779 0.8172 2.3395 -0.0707 0.151
H 7.9441 -2.8495 3.1138 1.0934 1.1910 -2.1028 0.360
H 9.1247 -3.1504 1.6397 -1.4182 1.5878 0.9364 0.355
H 8.8343 -1.3334 2.2307 -0.9479 -2.1980 -0.1712 0.242
H 8.4967 -2.7365 -0.6739 -2.0585 1.4316 0.4848 0.321
H 7.0105 -2.6420 -2.6625 -1.3394 0.6943 2.1323 0.408
H 6.0336 -3.5305 -1.3136 0.5832 2.3675 -0.7497 0.191
H 5.5727 -1.6805 -1.7393 1.7077 -1.5492 0.1880 0.001
H 8.6779 -0.4878 -1.7454 -1.3132 0.0727 2.1078 0.351
H 8.8029 -0.1096 0.1197 -1.7309 -0.8443 -1.7782 0.252
H 7.1481 0.2524 -0.8700 1.9962 -1.5765 0.4258 0.131
H 3.6021 -2.2342 3.6411 -0.7214 0.4211 -0.9141 0.451
H 1.3515 -1.2061 5.6025 0.5405 0.8945 -1.6116 0.279
H 2.6316 -0.0934 5.0370 -0.9893 -1.8619 -0.6271 0.286
H -1.1013 0.5316 2.9949 1.4107 -1.8603 0.0332 -0.466
H -0.6829 -0.6590 4.3905 0.6215 0.2689 -2.5962 0.556
H -2.1815 -2.3423 3.5258 0.8690 1.4546 -1.4671 0.299
H -2.7495 -1.0821 2.2259 2.0075 -0.8431 1.0318 0.312
H -2.1419 -1.6756 -0.2307 0.1592 -1.9738 1.4727 -0.189
H -3.2135 -2.8650 0.8462 2.0023 0.3014 -0.8841 0.471
H 0.4160 0.6012 -1.4182 -0.9327 1.2159 2.0316 0.177
H 0.5131 2.1239 -0.3136 -0.9369 -1.8595 0.4075 0.267
H -1.4322 2.7355 -1.5224 -0.3185 -2.2063 1.3812 0.450
H -1.1019 0.2963 -2.9845 -1.8328 0.6375 1.1730 0.355
H -2.6517 1.4378 -3.0976 1.3650 -1.7644 1.4459 -0.004
H -2.7566 -0.0985 -1.9839 1.5735 1.1851 -1.0936 0.185
H -2.7824 0.4535 0.5287 0.1076 2.0185 -1.2509 -0.380
H -3.8400 1.5824 -0.5544 2.1785 -0.0936 0.8599 -0.022
H -2.3586 2.1816 2.1919 -0.5106 1.1753 -2.2754 -0.125
H -2.0539 4.7824 1.7493 -0.4847 -1.5830 -2.0588 0.297
H -1.1162 4.0436 0.2904 -2.5297 0.0600 1.0053 0.215
H -2.9730 4.6306 0.0791 1.6050 -0.9867 1.1610 0.299
H -4.8823 3.4829 0.6168 0.7625 -1.4827 2.0094 0.129
H -4.9571 1.8627 1.7098 0.8792 2.2253 -0.2618 0.255
H -4.5721 3.6110 2.4760 0.3791 -1.5180 -1.6140 0.342
H 2.4805 2.5578 1.6716 -0.1659 -1.4689 0.2595 0.188
H 1.9789 1.5545 3.7060 0.3873 -0.6750 -1.1076 0.050
H 0.0749 2.9109 3.5812 -0.0572 -0.1671 -1.6848 0.242
C -7.1978 2.1635 -5.1650 -0.6913 -0.4463 -0.7773 -0.655
C -6.4670 3.5064 -5.0130 -1.1032 0.3449 0.1197 0.791
C -5.0370 3.4104 -4.4918 0.9331 0.5721 0.0379 0.060
F -4.9669 2.8425 -3.2675 0.2668 0.2996 -0.2668 -0.097
F -4.4891 4.6489 -4.3673 -0.2879 -0.0886 -0.1945 -0.295
F -7.2219 4.3389 -4.2474 0.4653 -0.2341 -0.1061 -0.267
F -6.4260 4.0853 -6.2555 0.4423 -0.4026 0.2898 -0.330
O -8.0517 1.7780 -4.0828 1.4503 -0.1209 1.3731 -0.404
C -7.3964 1.1505 -2.9822 -0.4891 -0.6069 -2.1328 0.708
C -7.4436 1.9912 -1.7000 -0.0816 0.6710 0.6980 0.190
F -6.9108 3.2247 -1.8853 -0.4172 -0.4588 0.0356 -0.202
F -6.7258 1.4051 -0.7039 -0.0720 -0.2697 -0.4188 -0.232
F -6.1365 0.8147 -3.3513 -0.4709 -0.3111 0.7225 -0.219
F -8.0504 -0.0264 -2.7826 0.1957 0.7397 0.3843 -0.309
H -7.8801 2.2776 -6.0164 0.0714 0.2063 0.3109 0.417
H -6.5244 1.3508 -5.4632 0.0307 0.3041 0.2549 0.330
H -4.4045 2.8376 -5.1768 -0.1732 -0.0485 -0.0867 0.278
H -8.4723 2.1183 -1.3520 -0.0035 -0.1713 -0.2061 0.238
```
Forces are in eV/Å.

Its net charge is +1.

=====

In the order shown, the computed calculated total energy values come out to -17070.635230, -3428.875245 a.u..